Record 1
Formula: C11H14O4S
Source: the OMol25 dataset
Level of theory: ωB97M-V/def2-TZVPD

Values from the calculation:
E = -30658.1048 eV
HOMO = -9.151 eV
Structure (SMILES) = CC1=C(CCO)C(=O)C(S)=C(CCO)C1=O
Largest force on an atom = 0.010 hartree/bohr
Gap between HOMO and LUMO = 8.1 eV
2S+1 = 1

Positions of all 30 atoms, in Å:
1 C -0.93126 -0.67281 -2.08955
2 C -0.54969 -0.13692 -0.74978
3 C -1.38797 0.37423 0.15591
4 C -2.86801 0.54577 -0.01308
5 C -3.28317 1.40225 -1.22434
6 O -2.32550 2.38973 -1.56560
7 C -0.79021 0.90829 1.40618
8 O -1.29827 1.81807 2.02233
9 C 0.47934 0.27814 1.86048
10 S 0.73520 0.31798 3.60041
11 C 1.35559 -0.19549 0.96137
12 C 2.66949 -0.80415 1.37258
13 C 3.66519 -1.17020 0.28054
14 O 3.25116 -2.33247 -0.42403
15 C 0.92165 -0.09878 -0.46854
16 O 1.70160 0.01527 -1.39208
17 H -0.79598 0.09679 -2.85273
18 H -0.28168 -1.50311 -2.36404
19 H -1.96680 -1.00487 -2.11169
20 H -3.24043 1.04730 0.88142
21 H -3.36480 -0.42650 -0.04787
22 H -4.25041 1.86480 -1.01613
23 H -3.39866 0.78285 -2.11306
24 H -2.31616 3.06340 -0.87665
25 H 1.28650 -0.89813 3.68343
26 H 2.46274 -1.72378 1.92917
27 H 3.16517 -0.13134 2.08108
28 H 4.62071 -1.39737 0.75759
29 H 3.83052 -0.34345 -0.40258
30 H 2.90413 -2.06551 -1.28073

***

Record 2
Formula: C11H15AsO8PdSSe2
Source: the OMol25 dataset
Level of theory: ωB97M-V/def2-TZVPD

Values from the calculation:
E = -233879.4767 eV
Relative energy (zero: lowest compared OMol25 entry of this formula, charge and spin) = 0.0 kJ/mol
HOMO = -1.832 eV
Largest force on an atom = 0.028 hartree/bohr
Total charge = -2
Gap between HOMO and LUMO = 6.4 eV
2S+1 = 1

Positions of all 39 atoms, in Å:
1 Pd -0.21420 0.63085 -0.17593
2 O -2.45380 -1.73761 2.39863
3 As -2.04493 -0.04127 2.25217
4 O -2.66961 0.70597 3.56710
5 O -0.40597 0.22438 1.88714
6 C -2.90066 0.58962 0.61093
7 C -3.55994 1.80535 0.73416
8 C -4.05824 2.46446 -0.38181
9 C -3.91277 1.89841 -1.63718
10 C -3.27575 0.67482 -1.77967
11 C -2.75068 0.02667 -0.66909
12 S -2.03602 -1.60897 -0.95941
13 O -1.92599 -1.77099 -2.38822
14 O -2.95911 -2.53712 -0.31188
15 O -0.72828 -1.56483 -0.25718
16 H -2.49871 -2.17740 1.52746
17 H -3.65076 2.23404 1.72537
18 H -4.54639 3.42572 -0.26892
19 H -4.29072 2.41205 -2.51411
20 H -3.13912 0.21990 -2.75068
21 O 3.66426 1.46728 -2.63063
22 C 3.11474 2.21703 -1.54650
23 C 2.04050 3.19991 -2.02131
24 C 2.70680 4.29831 -2.86452
25 O 3.65662 5.11299 -2.17274
26 C 1.02498 2.53147 -2.96133
27 Se 0.38946 0.74024 -2.52763
28 C 1.27601 3.85045 -0.85757
29 Se 0.60627 2.72858 0.59885
30 H 2.98071 0.80232 -2.82375
31 H 3.94241 2.76785 -1.09248
32 H 2.69730 1.54918 -0.79500
33 H 1.92489 4.93928 -3.29500
34 H 3.25205 3.81965 -3.67965
35 H 3.34772 5.19880 -1.26501
36 H 1.47017 2.43002 -3.95456
37 H 0.15870 3.18773 -3.05948
38 H 0.44053 4.40965 -1.28418
39 H 1.89715 4.58362 -0.32857

***

Record 3
Formula: C11H15BrN2O
Source: the OMol25 dataset
Level of theory: ωB97M-V/def2-TZVPD

Values from the calculation:
E = -86715.8939 eV
Relative energy (zero: lowest compared OMol25 entry of this formula, charge and spin) = 555.3 kJ/mol
HOMO (spin up / spin down) = -7.797 / -7.797 eV
Largest force on an atom = 0.084 hartree/bohr
Gap between HOMO and LUMO (spin up / spin down) = 7.5 / 7.5 eV
2S+1 = 1

Positions of all 30 atoms, in Å:
1 C 2.01708 3.16430 0.01555
2 C 2.36110 1.80191 0.09576
3 C 0.86762 3.48369 -0.71990
4 C 0.60215 1.36470 -1.48321
5 C 1.60383 0.83630 -0.59390
6 C -1.83395 -1.60748 -1.30452
7 C -2.52675 -0.71981 -0.25761
8 C -0.47660 -2.01348 -0.67121
9 C -1.37064 -0.09875 0.51096
10 C -0.21400 -1.08743 0.42754
11 C -0.03573 -1.72656 1.86382
12 N 0.26137 2.57970 -1.52322
13 N 1.59835 -0.46689 -0.44361
14 O 0.01401 -0.81771 2.90993
15 Br 3.10385 -1.32536 0.29762
16 H 2.53086 3.89724 0.67766
17 H 3.15402 1.54465 0.76397
18 H 0.43840 4.50052 -0.84461
19 H 0.36073 0.65478 -2.26483
20 H -2.30340 -2.52074 -1.54268
21 H -1.59853 -1.07600 -2.26731
22 H -3.26443 0.07810 -0.81233
23 H -3.21031 -1.28648 0.45950
24 H -0.36796 -2.98764 -0.18460
25 H 0.22701 -1.93195 -1.46571
26 H -1.19011 0.84501 -0.15012
27 H -1.57645 0.05262 1.53820
28 H 0.83867 -2.38454 1.80982
29 H -0.90098 -2.28049 2.07885
30 H 0.89078 -0.47221 3.08018

***

Record 4
Formula: C11H15ClN2O2PbS
Source: the OMol25 dataset
Level of theory: ωB97M-V/def2-TZVPD

Values from the calculation:
E = -47311.9664 eV
HOMO (spin up / spin down) = -14.860 / -14.931 eV
Largest force on an atom = 0.084 hartree/bohr
Total charge = +2
Gap between HOMO and LUMO (spin up / spin down) = 4.0 / 4.4 eV
2S+1 = 1

Positions of all 33 atoms, in Å:
1 Cl -1.58269 2.96557 -3.15917
2 C -0.83984 -2.03094 -2.59474
3 C 0.56584 -2.20801 -2.42439
4 C 1.23261 -1.27595 -3.24500
5 H 1.02773 -2.94876 -1.76669
6 C 0.24832 -0.48683 -3.92096
7 C -1.04266 -0.97583 -3.51486
8 H -1.99636 -0.61867 -3.91750
9 H -1.60983 -2.62639 -2.09689
10 H 2.31239 -1.18426 -3.39648
11 C 0.52009 0.60933 -4.89118
12 Pb -0.14318 1.49941 -1.71914
13 C 2.31730 1.41592 -0.35477
14 O 3.15723 1.49066 0.41679
15 C -2.43919 1.73725 -0.36195
16 O -3.24887 2.44632 0.04363
17 H 1.47607 1.11836 -4.68350
18 H -0.26830 1.37954 -4.87540
19 H 0.58253 0.20057 -5.91531
20 C -1.17183 0.99781 4.42804
21 N -1.18059 0.26274 3.15880
22 C -0.08425 -0.13794 2.49291
23 S -0.17338 -0.54076 0.82315
24 N 1.08190 -0.24723 3.19051
25 C 1.19824 -0.93879 4.48274
26 H -0.14832 1.08899 4.80272
27 H -1.78701 0.47915 5.17455
28 H -1.59887 1.99788 4.28442
29 H -2.00145 0.34248 2.56099
30 H 1.85486 -0.42507 2.54760
31 H 1.63786 -1.92545 4.30664
32 H 1.87335 -0.39381 5.15212
33 H 0.23029 -1.06727 4.97232

***

Record 5
Formula: C11H15CrNP
Source: the OMol25 dataset
Level of theory: ωB97M-V/def2-TZVPD

Values from the calculation:
Expectation value of S² = 3.95
E = -50844.8361 eV
HOMO (spin up / spin down) = -5.406 / -6.664 eV
Largest force on an atom = 0.047 hartree/bohr
Gap between HOMO and LUMO (spin up / spin down) = 5.9 / 7.1 eV
2S+1 = 4

Positions of all 29 atoms, in Å:
1 C 2.27694 -0.47935 -0.28878
2 C 3.38414 0.34667 -0.34756
3 C 3.50087 1.36578 -1.32436
4 C 2.56264 1.45755 -2.38143
5 C 1.32987 0.85545 -2.33591
6 Cr 0.95492 0.83984 -0.47196
7 P 0.22346 2.26163 1.19133
8 H 2.18183 -1.40972 0.25775
9 H 4.25129 0.21802 0.30931
10 H 4.44030 1.93066 -1.37807
11 H 0.63126 0.81292 -3.18904
12 H 2.90452 1.93677 -3.29189
13 H -1.06294 2.86695 0.94288
14 H 1.04310 3.36437 1.51186
15 H 0.03848 1.60830 2.44336
16 N -0.34286 -0.73122 -0.90535
17 C -1.41327 -1.08908 -0.00535
18 C -2.60973 -0.38369 -0.08371
19 C -3.55893 -0.59866 0.92610
20 C -3.31382 -1.50955 1.95869
21 C -2.16437 -2.30443 1.93604
22 C -1.20653 -2.09427 0.93300
23 H -0.74763 -0.63478 -1.83948
24 H 0.31120 -1.51460 -0.98268
25 H -2.79789 0.33410 -0.89357
26 H -4.49375 -0.04833 0.93227
27 H -4.02098 -1.64213 2.77934
28 H -2.00605 -3.05998 2.71284
29 H -0.29606 -2.69921 0.88438

***

Record 6
Formula: C11H15N
Source: the OMol25 dataset
Level of theory: ωB97M-V/def2-TZVPD

Values from the calculation:
E = -13139.5014 eV
Relative energy (zero: lowest compared OMol25 entry of this formula, charge and spin) = 124.5 kJ/mol
HOMO = -8.050 eV
Structure (SMILES) = Cc1c[nH]c2ccccc12.CC
Largest force on an atom = 0.069 hartree/bohr
Gap between HOMO and LUMO = 9.0 eV
2S+1 = 1

Positions of all 27 atoms, in Å:
1 C -1.15578 -0.44816 2.61314
2 C 1.56244 -0.69498 0.11612
3 C 0.19305 -0.50289 0.42893
4 C 0.13096 -0.30950 1.86269
5 C 1.40573 -0.17826 2.29037
6 C 1.00733 -0.98260 -2.10675
7 C 2.04264 -0.81632 -1.21724
8 C -0.35316 -1.11315 -1.85414
9 C -0.74269 -0.79580 -0.55231
10 N 2.33056 -0.29214 1.23145
11 H 1.27259 -1.03710 -3.17304
12 H 3.12084 -0.85281 -1.33623
13 H -1.07768 -1.64523 -2.44908
14 H -1.76009 -0.83866 -0.23090
15 H 3.16218 -0.86698 1.44796
16 H 1.73849 0.17552 3.24626
17 H -1.92846 0.22716 2.24322
18 H -1.05458 0.02229 3.61674
19 H -1.41537 -1.50099 2.62406
20 C -2.24875 2.49334 -0.57812
21 C -2.47706 2.31429 -2.09342
22 H -1.32064 3.02905 -0.40805
23 H -3.02584 3.16986 -0.14712
24 H -2.34086 1.50611 -0.12853
25 H -3.55882 2.20075 -2.20670
26 H -2.08435 3.16547 -2.66038
27 H -1.96382 1.43866 -2.47078

***

Record 7
Formula: C11H15N
Source: the OMol25 dataset
Level of theory: ωB97M-V/def2-TZVPD

Values from the calculation:
E = -13140.1277 eV
Relative energy (zero: lowest compared OMol25 entry of this formula, charge and spin) = 64.0 kJ/mol
HOMO = -7.765 eV
Structure (SMILES) = Cc1c[nH]c2ccccc12.CC
Largest force on an atom = 0.047 hartree/bohr
Gap between HOMO and LUMO = 8.7 eV
2S+1 = 1

Positions of all 27 atoms, in Å:
1 C -2.37271 -2.16883 0.45646
2 C -0.86588 0.01642 0.49455
3 C -2.09798 -0.70730 0.19707
4 C -1.06976 1.34109 0.12593
5 C -2.95018 0.21807 -0.35646
6 C 0.39762 -0.45072 0.88664
7 C 1.39659 0.51726 1.00024
8 C 1.18990 1.87551 0.69232
9 C -0.03586 2.25231 0.16071
10 N -2.33738 1.43606 -0.44077
11 H 0.42694 -1.49707 1.14413
12 H 2.37960 0.18255 1.29731
13 H 1.90485 2.68531 0.68530
14 H -2.36210 -2.27680 1.54474
15 H -1.61281 -2.80998 0.00787
16 H -3.92233 -0.05008 -0.71293
17 H -2.75256 2.33185 -0.55832
18 H -0.22465 3.28711 -0.11380
19 H -3.35361 -2.53541 0.15721
20 C 2.87971 -1.82649 -1.32551
21 C 4.23743 -1.14848 -1.18043
22 H 2.66262 -2.29382 -0.35321
23 H 2.00089 -1.27213 -1.62635
24 H 2.97610 -2.71067 -1.97026
25 H 4.21593 -0.55635 -0.25818
26 H 4.48006 -0.55508 -2.05386
27 H 5.12072 -1.76459 -0.99342

***

Record 8
Formula: C11H15N
Source: the OMol25 dataset
Level of theory: ωB97M-V/def2-TZVPD

Values from the calculation:
E = -13133.4213 eV
Relative energy (zero: lowest compared OMol25 entry of this formula, charge and spin) = 711.1 kJ/mol
HOMO = -7.771 eV
Structure (SMILES) = CCN1CCc2ccccc2C1
Largest force on an atom = 0.215 hartree/bohr
Gap between HOMO and LUMO = 8.7 eV
2S+1 = 1

Positions of all 27 atoms, in Å:
1 C -2.36575 0.69875 0.91872
2 C -1.71835 1.79201 0.23989
3 C -0.01614 1.50951 -1.69706
4 C 0.26722 0.03306 -2.15127
5 C 0.46472 -0.87619 -0.73570
6 C 0.36876 -2.22066 -0.69236
7 C 1.20607 -2.86105 0.32386
8 C 1.60811 -2.31772 1.61109
9 C 1.73407 -0.83374 1.45761
10 C 1.18708 -0.27121 0.49586
11 C 0.74162 1.24518 0.77957
12 H -2.50026 -0.12679 0.29627
13 H -1.79613 0.35066 1.76531
14 H -3.47629 0.70303 1.13422
15 H -1.70116 2.55380 1.13343
16 H -2.32435 2.05694 -0.78503
17 H -1.06198 2.07747 -1.91482
18 H 0.98680 2.13495 -2.01472
19 H 1.06552 -0.36958 -2.78415
20 H -0.70370 -0.38995 -2.61966
21 H 0.27529 -2.53465 -1.80056
22 H 1.47922 -4.00463 0.14428
23 H 2.25547 -2.88258 2.43428
24 H 2.26220 -0.34747 2.17771
25 H 1.57686 1.91236 0.67849
26 H 0.54646 1.48407 1.74501
27 N -0.36136 1.48443 -0.14024

***

- Which formula does entry 8 have?
  C11H15N

***

- The lowest largest force on an atom belongs to which entry?
  C11H14O4S

***

- Which of these has the highest 2S+1?
  C11H15CrNP